[1]
A structure of composition C2H2AgLiO2 at a distorted geometry. Source: OMol25; level of theory: ωB97M-V with the def2-TZVPD basis set.

```
! wB97M-V def2-TZVPD RIJCOSX def2/J DEFGRID3
* xyz 0 1
O 1.728 -0.317 0.461
C 1.190 0.833 0.394
C -0.268 0.692 -0.069
O -0.771 -0.608 -0.048
Li -1.159 -1.395 -1.570
Ag 0.476 -1.881 1.244
H -0.285 1.337 -0.979
H -0.912 1.339 0.567
*
```

Results
HOMO energy (alpha / beta): -5.65 / -5.64 eV
LUMO (alpha / beta): -1.25 / -1.25 eV

=====

[2]
A structure of composition C2H2AlFO2 at a distorted geometry. Source: OMol25; level of theory: ωB97M-V with the def2-TZVPD basis set.

```
! wB97M-V def2-TZVPD RIJCOSX def2/J DEFGRID3
* xyz 2 1
F -0.636 1.551 -1.118
C 0.465 1.209 -0.630
C 1.560 0.789 -0.315
H 2.634 0.694 -0.226
O -1.056 -1.126 0.112
O -0.586 -1.251 1.505
H -0.952 -0.476 1.953
Al 0.690 -1.082 0.194
*
```

Results
HOMO energy: -22.08 eV
LUMO: -13.97 eV

=====

[3]
A structure of composition C2H2BeFO2 at a distorted geometry. Source: OMol25; level of theory: ωB97M-V with the def2-TZVPD basis set.

```
! wB97M-V def2-TZVPD RIJCOSX def2/J DEFGRID3
* xyz 0 2
Be 1.284 0.802 -0.711
F -1.299 0.545 -1.092
O 0.289 1.451 0.323
C -0.483 0.374 0.367
C 0.294 -0.870 0.194
O 1.407 -0.807 -0.521
H -1.306 0.351 1.096
H -0.185 -1.845 0.344
*
```

Results
HOMO energy (alpha / beta): -7.59 / -11.06 eV
LUMO (alpha / beta): -1.55 / -1.77 eV

=====

[4]
A cluster of 2 separate species, C2H2Br2O in total at a distorted geometry. Source: OMol25; level of theory: ωB97M-V with the def2-TZVPD basis set.

```
! wB97M-V def2-TZVPD RIJCOSX def2/J DEFGRID3
* xyz 0 1
O 1.675 0.554 -0.151
C 0.747 0.053 0.268
C -0.360 -0.626 0.230
Br -2.243 -0.186 -0.241
H -0.455 -1.714 0.340
Br 0.106 0.303 -3.378
H -0.978 -0.587 -3.852
*
```

Results
HOMO energy: -9.15 eV
LUMO: -0.64 eV